Below is C16H11Cl5N2O6Pt as an isolated structure, with properties calculated with wB97M-V/def2-TZVPD.

```
41
Properties=species:S:1:pos:R:3:lowdin_charge:R:1
C 3.37959 1.14681 0.95367 -0.0183
Cl -2.49214 -1.28272 -2.35012 0.6927
Cl -5.06014 -2.85661 -1.44565 0.7012
Cl -4.34771 -1.00616 3.57481 0.6954
C -4.16342 -1.94459 -0.30238 -0.7055
H 0.52049 -0.87042 4.28272 0.0680
C 1.56221 -0.64747 -3.22593 -0.4962
C 2.46406 -0.27777 2.63404 -0.1132
H 4.15311 1.80193 0.57822 0.1149
O 0.56078 1.44553 -2.63784 -0.2021
C 3.48912 0.54110 2.19047 0.0184
C -1.01637 3.08796 -1.77356 -0.6307
C -3.82562 -1.13827 1.94442 -0.7046
C -4.58400 -1.86070 1.02400 -0.7028
N 1.27714 0.09147 0.59757 -0.0427
C -3.00481 -1.28145 -0.68627 -0.6916
H 0.59296 -1.17300 2.06821 0.0997
C -2.22269 -0.58643 0.21274 -0.4015
C 2.25270 0.90685 0.18866 -0.1117
O 1.63989 -1.00869 -2.08465 0.0950
Cl -6.04655 -2.62090 1.51160 0.6922
O -0.91836 2.45086 -0.63564 -0.1772
C 2.58108 -0.92738 3.98394 -0.4921
H 0.13977 0.41304 -4.37698 0.1426
Pt -0.68377 0.31479 -0.53964 1.1208
H -0.07380 3.13553 -3.66793 0.1349
O 1.99920 -1.36777 -4.26942 0.1279
H -1.30178 1.85932 -3.49981 0.1291
H 2.11708 1.36983 -0.78352 0.1068
N 1.40515 -1.19734 4.61905 0.1835
O 3.66919 -1.18831 4.45849 0.0695
Cl -1.72837 0.40882 2.67899 0.7057
H 1.45550 -1.59802 5.53772 0.1144
H 4.36077 0.68517 2.82205 0.1314
H 2.33600 -2.20602 -3.93633 0.1314
O -1.46035 4.20708 -1.95173 0.0675
C -0.47603 2.37618 -3.00263 -0.1130
C -2.64844 -0.51932 1.53242 -0.6689
H 1.73740 1.15870 -4.30801 0.1498
C 1.38606 -0.49414 1.79822 -0.0948
C 0.97507 0.65248 -3.71396 -0.1258
```

HOMO-LUMO gap (alpha / beta)   0.2633 / 0.2630 hartree
Spin multiplicity   1
Energy relative to the best compared isomer or geometry (same formula, charge and spin)   40.3 kcal per mole
Lowest unoccupied orbital energy (alpha / beta)   -1.37 / -1.34 eV
Largest force on an atom   1.497 eV/Å

=====

Below is C16H15Cl3N3O2Y as an isolated structure, with properties calculated with wB97M-V/def2-TZVPD.

```
40
Properties=species:S:1:pos:R:3:lowdin_charge:R:1
Cl 2.61278 -0.87778 -3.49923 0.7464
H -2.31822 -0.56654 -2.58082 0.1391
C -0.61164 3.19158 1.79239 -0.0855
H -5.18285 -3.02384 0.64143 0.1084
C 0.77565 3.15432 1.95350 -0.0901
C 4.56160 -1.76582 -1.85060 -0.0945
H -4.33681 -3.51119 -0.83114 0.1107
H -5.43770 -2.09955 -0.83570 0.1075
Y 0.21959 0.77623 0.49495 1.5541
C -3.11081 -1.61770 1.49468 0.0160
H -2.77878 -2.55860 1.93883 0.1659
H 2.68867 3.18064 0.96413 0.1382
C -1.95307 -0.69232 1.25321 -0.4580
C 4.51789 -1.50838 0.55063 -0.1045
C 3.30741 -0.87032 0.39598 -0.5041
Cl 6.65801 -2.76128 -0.48363 0.7474
H 1.71442 3.31601 -1.31237 0.1402
N -3.59385 -1.78601 0.13111 -0.0629
H 5.06070 -2.12151 -2.74091 0.1218
C -1.16055 3.27118 0.51076 -0.0919
C 3.34204 -1.11919 -1.95713 -0.5861
H 1.20320 3.09841 2.94685 0.1377
C 2.67840 -0.65056 -0.82429 -0.4395
Cl 2.44255 -0.28207 1.83156 0.7665
C 1.61406 3.20509 0.83536 -0.0929
C -0.32155 3.31540 -0.60811 -0.0912
N -2.97841 -1.06583 -2.00814 0.2598
H -0.74584 3.39176 -1.60138 0.1343
H -2.23454 3.31637 0.38345 0.1325
O 1.49675 -0.01976 -0.86691 -0.3183
C -4.69961 -2.65681 -0.25916 0.0224
H -3.68175 -1.61916 -2.47084 0.1340
H -3.85493 -1.16122 2.15108 0.1644
O -1.13619 -0.24240 2.08147 -0.0582
N -1.84633 -0.38383 -0.05598 0.0766
C -2.82776 -1.09084 -0.69785 -0.3620
C 5.14273 -1.95719 -0.60434 -0.6567
H 4.96548 -1.65737 1.52264 0.1218
H -1.25695 3.16441 2.66080 0.1364
C 1.06623 3.28567 -0.44633 -0.0857
```

HOMO-LUMO gap   0.2544 hartree
Spin multiplicity   1
Energy relative to the best compared isomer or geometry (same formula, charge and spin)   0.0 kcal per mole
Total charge   +2
Lowest unoccupied orbital energy   -6.71 eV
Largest force on an atom   0.136 eV/Å

=====

Below is a 2-piece molecular cluster, C5H10O overall, with properties calculated with wB97M-V/def2-TZVPD.

```
16
Properties=species:S:1:pos:R:3:lowdin_charge:R:1
H 1.54467 -1.36666 -1.28269 0.0559
H -1.08633 1.57818 -2.25943 0.0765
O -1.63259 -0.44016 0.34045 0.0211
C 1.12759 -0.65447 0.63426 -0.2632
C -1.45181 0.66304 -1.76301 -0.0655
H -2.54647 0.66758 -2.01635 0.0986
C 1.43960 0.27868 1.77311 -0.1140
H 2.35378 0.23527 -0.84069 0.0604
C 1.61842 -0.52390 -0.60729 -0.0293
H 2.35005 -0.02424 2.29120 0.0697
H 0.76234 -1.64667 0.87215 0.1009
H 1.65935 1.31456 1.49044 0.0742
H -0.98689 1.42797 0.26954 0.1219
H -1.05828 -0.17293 -2.35523 0.0787
H 0.69404 0.27146 2.59296 0.0801
C -1.24101 0.50329 -0.29798 -0.3661
```

HOMO-LUMO gap   0.3872 hartree
Spin multiplicity   1
Energy relative to the best compared isomer or geometry (same formula, charge and spin)   44.2 kcal per mole
Lowest unoccupied orbital energy   1.12 eV
Largest force on an atom   2.105 eV/Å

=====

Below is a 2-piece molecular cluster, C3H8FNO overall, with properties calculated with wB97M-V/def2-TZVPD.

```
14
Properties=species:S:1:pos:R:3:lowdin_charge:R:1
H 0.78078 -0.95896 0.97877 0.1304
H 1.54059 0.56907 -1.45036 0.0171
F -0.67868 -0.34443 -1.90801 0.0440
H 1.78767 1.25119 0.14923 0.1148
H -1.64350 1.15966 0.24494 -0.0038
H -2.21772 1.76394 1.85271 0.0332
O -1.47515 -1.32509 -0.11371 0.1556
C 0.83479 -0.90875 -0.12113 -0.1370
H 2.79456 -0.09283 -0.50077 0.0649
C 1.77769 0.28490 -0.50557 -0.0739
C -0.52666 -0.88913 -0.62346 -0.4917
N -1.85411 1.01328 1.22613 0.0024
H -2.55657 0.24342 1.15784 0.0228
H 1.43631 -1.76628 -0.38660 0.1212
```

HOMO-LUMO gap   0.3920 hartree
Spin multiplicity   1
Energy relative to the best compared isomer or geometry (same formula, charge and spin)   16.4 kcal per mole
Lowest unoccupied orbital energy   0.88 eV
Largest force on an atom   3.509 eV/Å

=====

Number 1 is which compound? C16H11Cl5N2O6Pt

=====

What did the fourth record say?
Below is a 2-piece molecular cluster, C3H8FNO overall, with properties calculated with wB97M-V/def2-TZVPD.

```
14
Properties=species:S:1:pos:R:3:lowdin_charge:R:1
H 0.78078 -0.95896 0.97877 0.1304
H 1.54059 0.56907 -1.45036 0.0171
F -0.67868 -0.34443 -1.90801 0.0440
H 1.78767 1.25119 0.14923 0.1148
H -1.64350 1.15966 0.24494 -0.0038
H -2.21772 1.76394 1.85271 0.0332
O -1.47515 -1.32509 -0.11371 0.1556
C 0.83479 -0.90875 -0.12113 -0.1370
H 2.79456 -0.09283 -0.50077 0.0649
C 1.77769 0.28490 -0.50557 -0.0739
C -0.52666 -0.88913 -0.62346 -0.4917
N -1.85411 1.01328 1.22613 0.0024
H -2.55657 0.24342 1.15784 0.0228
H 1.43631 -1.76628 -0.38660 0.1212
```

HOMO-LUMO gap   0.3920 hartree
Spin multiplicity   1
Energy relative to the best compared isomer or geometry (same formula, charge and spin)   16.4 kcal per mole
Lowest unoccupied orbital energy   0.88 eV
Largest force on an atom   3.509 eV/Å

=====

Which formula does entry 1 have? C16H11Cl5N2O6Pt

=====

Which value of largest force on an atom does entry 4 give? 3.509 eV/Å